# C2H12N2O2

A cluster of 3 separate species, C2H12N2O2 in total at a distorted geometry (wB97M-V/def2-TZVPD, the Open Molecules 2025 dataset).

Positions of all 18 atoms, in Å:
C  -1.764581  0.452740  1.545989
N  -0.977881  1.319419  0.650406
C  0.103722  0.703365  -0.057654
N  0.049836  0.420919  -1.490178
H  -2.257752  1.032926  2.385141
H  -2.556956  0.059497  0.869692
H  -0.957073  -0.208276  2.102503
H  -0.734385  2.232237  1.096967
H  0.356597  -0.141177  0.506248
H  0.920781  1.430332  -0.113367
H  -0.917741  -0.021298  -1.602721
H  -0.110127  1.213984  -2.104369
H  -5.819253  -2.968582  -1.209963
H  -4.409018  -2.391835  -0.475015
O  -4.933953  -2.568562  -1.207716
H  7.119383  0.980101  0.603701
H  7.297849  -0.101864  -0.361877
O  7.250100  0.039182  0.614147

Atomic forces in eV per Å
C 1.347 0.607 0.713
N -0.954 2.138 0.759
C 1.233 2.988 -1.074
N -3.745 -2.064 -0.289
H 0.481 -0.432 -1.197
H 0.579 -0.857 1.180
H -2.190 0.238 -1.167
H -0.174 -1.420 -0.726
H 0.869 -1.705 0.286
H 0.319 -0.161 1.075
H 1.710 0.036 -0.203
H 0.520 0.632 0.634
H 1.006 0.349 1.259
H 0.257 -0.105 2.488
O -1.256 -0.243 -3.740
H -0.134 0.834 0.548
H 0.014 -0.386 1.098
O 0.119 -0.449 -1.645

Computed properties:
SMILES = CNCN.O.O
E_tot = -343.31113 hartree
Lowest unoccupied orbital energy = 0.780 eV
Charge = 0
Energy relative to the best compared isomer or geometry (same formula, charge and spin) = 51.45 kcal per mole
HOMO energy = -8.78 eV